A cluster of 8 separate species, C6H29NO7 in total in a non-equilibrium geometry, computed with ωB97M-V with the def2-TZVPD basis set.

energy above the lowest of the compared OMol25 structures with the same formula, charge and spin = 3.543 eV
E_HOMO = -0.335 Eh
calculated total energy = -827.28744 Eh
frontier orbital gap = 9.21 eV
LUMO energy = 0.108 eV
charge = 0
SMILES = CCN(CC)CC.O.O.O.O.O.O.O

Geometry (Å):
C 1.372 -2.779 -1.245
C 0.861 -1.245 -1.243
N -0.520 -1.041 -0.795
C -1.059 0.365 -0.942
C -0.236 1.217 0.047
C -1.454 -1.957 -1.639
C -1.901 -3.273 -0.867
H 1.026 -3.232 -0.364
H 2.429 -2.734 -1.186
H 0.930 -3.164 -2.202
H 1.591 -0.844 -0.387
H 1.140 -0.939 -2.305
H -2.113 0.251 -0.908
H -0.863 0.835 -1.929
H -0.548 0.965 1.117
H -0.699 2.281 -0.006
H 0.779 1.160 -0.212
H -1.119 -2.016 -2.726
H -2.438 -1.305 -1.761
H -1.237 -3.387 -0.006
H -1.828 -4.049 -1.598
H -2.919 -3.210 -0.509
H 2.443 1.602 0.240
H 3.854 1.320 0.824
O 3.174 0.869 0.337
H -0.639 0.813 2.982
H -1.482 1.994 3.163
O -0.588 1.659 3.302
H -0.668 -0.998 1.281
H -1.941 -0.540 1.705
O -1.101 -0.589 1.985
H 2.200 0.415 -3.134
H 2.251 1.974 -3.087
O 1.825 1.203 -2.674
H 2.514 0.035 1.750
H 1.332 -0.159 2.911
O 2.312 -0.047 2.621
H -3.777 -0.998 1.432
H -4.233 0.315 1.855
O -3.571 -0.117 1.303
H 1.239 3.729 -1.303
H 0.002 3.967 -0.520
O 0.563 4.425 -1.150

Atom charges from the Löwdin analysis, given in e for atoms 1 to 4:
1. C -0.0656
2. C -0.2470
3. N -0.1876
4. C -0.2198